Entry 1:
The following is a DFT calculation (ωB97M-V with the def2-TZVPD basis set) of a 2-piece molecular cluster, C5H13N2O overall.

Values from the calculation:
* HOMO energy (alpha / beta): -2.09 / -2.08 eV
* charge: -1
* frontier orbital gap (alpha / beta): 5.99 / 5.98 eV
* ΔE to the lowest compared entry with this formula, charge and spin: 122.9 kcal per mole
* molar mass: 117.17 g/mol
* energy: -382.8681 a.u.

Element x y z (Å)
C  -0.39  -0.80  -1.18
C  -0.69  1.61  -0.49
C  1.74  0.76  -1.09
C  0.70  -1.03  1.40
C  0.32  0.37  -0.41
N  -2.13  -0.51  2.14
N  0.41  0.18  1.01
O  -1.94  -1.74  1.86
H  0.23  -1.67  -1.05
H  -1.28  -0.95  -0.74
H  -0.43  -0.47  -2.26
H  -0.11  2.60  -0.22
H  -1.38  1.52  0.26
H  -1.15  1.82  -1.47
H  1.74  1.39  -2.01
H  2.23  1.37  -0.27
H  2.23  -0.22  -1.19
H  -0.17  -1.69  1.61
H  1.24  -1.71  0.62
H  1.36  -1.00  2.23
H  -2.52  0.17  1.25

Mulliken population analysis, charges in e, atoms 1 to 8: C -1.69; C -1.46; C -1.61; C -0.84; C 1.47; N -0.14; N -0.65; O -0.38

---

Entry 2:
The following is a DFT calculation (ωB97M-V with the def2-TZVPD basis set) of one molecule with the formula C5H13N2O.

Values from the calculation:
* HOMO energy (alpha / beta): -3.16 / -8.66 eV
* frontier orbital gap (alpha / beta): 3.91 / 9.27 eV
* ΔE to the lowest compared entry with this formula, charge and spin: 86.1 kcal per mole
* molar mass: 117.17 g/mol
* multiplicity: 2
* expectation value of S²: 0.752
* energy: -382.8748 a.u.

Element x y z (Å)
O  -0.14  -1.83  1.01
C  0.00  -1.55  -0.15
N  0.04  -2.59  -1.06
C  0.42  -2.35  -2.46
C  -0.22  -0.05  -0.69
N  0.18  0.70  0.55
C  -0.58  1.99  1.03
C  -0.07  2.41  2.35
H  0.01  -3.47  -0.70
H  0.19  -3.25  -3.04
H  -0.06  -1.57  -3.00
H  1.39  -2.16  -2.77
H  0.42  0.32  -1.46
H  -1.24  0.34  -0.97
H  1.12  0.96  0.52
H  0.01  -0.13  1.34
H  -0.50  2.85  0.28
H  -1.66  1.81  1.20
H  1.09  2.71  2.12
H  0.23  1.72  3.14
H  -0.63  3.15  2.75

Mulliken population analysis, charges in e, atoms 1 to 8: O -0.53; C -0.40; N 0.07; C -1.17; C -0.81; N 0.04; C -0.52; C -1.18

---

Entry 3:
The following is a DFT calculation (ωB97M-V with the def2-TZVPD basis set) of an isolated ion of composition C5H13N2O and charge +1.

Values from the calculation:
* SMILES: CC(C)[C@H]([NH3+])C(N)=O
* HOMO energy: -14.60 eV
* charge: +1
* frontier orbital gap: 11.25 eV
* ΔE to the lowest compared entry with this formula, charge and spin: 16.9 kcal per mole
* molar mass: 117.17 g/mol
* energy: -382.8347 a.u.

Element x y z (Å)
N  0.37  -1.01  -1.48
C  -0.44  0.05  -0.74
C  -0.21  -0.12  0.77
C  1.22  -0.03  1.21
C  -0.89  -1.42  1.34
C  0.06  1.45  -1.25
N  -0.71  2.43  -0.77
O  0.94  1.61  -2.07
H  -0.03  -1.94  -1.58
H  1.23  -1.19  -0.95
H  0.69  -0.66  -2.39
H  -1.46  -0.20  -1.03
H  -0.87  0.62  1.25
H  1.39  -0.55  2.15
H  1.60  0.99  1.34
H  2.00  -0.41  0.53
H  -0.56  -2.29  0.78
H  -0.50  -1.61  2.35
H  -1.95  -1.41  1.56
H  -1.40  2.30  -0.05
H  -0.48  3.38  -1.00

Mulliken population analysis, charges in e, atoms 1 to 8: N -0.24; C -0.25; C 0.48; C -1.30; C -1.54; C 0.44; N -0.31; O -0.60

---

Entry 4:
The following is a DFT calculation (ωB97M-V with the def2-TZVPD basis set) of an isolated ion of composition C5H13N2O and charge +1.

Values from the calculation:
* SMILES: NCCC[C@@H]([NH3+])C=O
* HOMO energy: -14.26 eV
* charge: +1
* frontier orbital gap: 11.00 eV
* ΔE to the lowest compared entry with this formula, charge and spin: 31.1 kcal per mole
* molar mass: 117.17 g/mol
* energy: -382.8122 a.u.

Element x y z (Å)
O  1.08  -1.74  -2.74
C  1.53  -1.43  -1.67
C  0.67  -0.70  -0.66
C  0.82  0.82  -0.68
C  0.00  1.51  0.43
C  -0.27  0.72  1.72
N  -1.44  -0.16  1.58
N  -0.76  -1.02  -0.92
H  2.57  -1.60  -1.36
H  0.98  -0.92  0.35
H  0.44  1.18  -1.63
H  1.84  1.13  -0.67
H  0.44  2.47  0.70
H  -0.98  1.80  0.03
H  -0.48  1.47  2.49
H  0.59  0.17  2.07
H  -1.50  -0.83  2.34
H  -2.33  0.33  1.56
H  -1.16  -0.25  -1.45
H  -0.81  -1.89  -1.46
H  -1.26  -1.07  0.00

Mulliken population analysis, charges in e, atoms 1 to 8: O -0.44; C -0.18; C 0.29; C -1.18; C -0.43; C -0.85; N -0.62; N -0.17

---

Entry 5:
The following is a DFT calculation (ωB97M-V with the def2-TZVPD basis set) of a 2-piece molecular cluster, C5H13N2O overall.

Values from the calculation:
* HOMO energy: -13.11 eV
* charge: +1
* frontier orbital gap: 4.73 eV
* ΔE to the lowest compared entry with this formula, charge and spin: 136.8 kcal per mole
* molar mass: 117.17 g/mol
* energy: -382.6437 a.u.

Element x y z (Å)
N  -2.71  0.24  -1.98
C  -2.26  -0.33  1.48
C  -0.78  -0.66  1.27
N  -0.33  0.13  0.16
C  1.35  1.43  -0.98
C  0.99  0.59  0.26
C  1.88  -0.72  0.34
O  2.91  -0.92  -0.17
H  -2.84  -0.54  0.58
H  -3.45  0.91  -1.87
H  -2.44  0.31  -2.96
H  -2.70  -0.81  2.37
H  -2.37  0.74  1.66
H  -0.62  -1.73  1.08
H  -0.16  -0.48  2.16
H  -1.90  0.40  -1.41
H  2.33  1.90  -0.86
H  1.39  0.89  -1.93
H  0.51  2.10  -1.12
H  1.37  1.02  1.21
H  1.47  -1.48  1.02

Mulliken population analysis, charges in e, atoms 1 to 8: N -0.64; C -1.30; C -0.43; N -0.02; C -1.31; C 0.52; C -0.14; O -0.23

---

Entry 6:
The following is a DFT calculation (ωB97M-V with the def2-TZVPD basis set) of C5H13N2O as an isolated structure.

Values from the calculation:
* HOMO energy: -14.00 eV
* charge: +1
* frontier orbital gap: 10.94 eV
* ΔE to the lowest compared entry with this formula, charge and spin: 83.6 kcal per mole
* molar mass: 117.17 g/mol
* energy: -382.7285 a.u.

Element x y z (Å)
C  -0.65  -2.00  0.94
O  0.37  -2.59  1.77
C  -0.02  -0.82  0.26
C  -0.91  0.08  -0.70
C  -0.06  1.35  -0.92
C  -0.51  2.58  -0.67
N  1.20  0.97  -1.57
N  0.78  0.09  1.08
H  -1.57  -1.73  1.49
H  -1.02  -2.82  0.25
H  0.09  -2.97  2.61
H  0.72  -1.27  -0.42
H  -1.09  -0.57  -1.56
H  -1.83  0.22  -0.15
H  0.00  3.51  -1.00
H  -1.44  2.82  -0.14
H  1.67  1.82  -1.86
H  1.23  0.73  -0.27
H  1.06  0.41  -2.40
H  0.29  0.46  1.88
H  1.68  -0.25  1.39

Mulliken population analysis, charges in e, atoms 1 to 8: C -0.69; O -0.52; C 0.01; C -1.02; C 0.52; C -1.07; N -0.27; N -0.43

---

Look up the ΔE to the lowest compared entry with this formula, charge and spin of the sixth one. 83.6 kcal per mole